# 1
This record from the OMol25 dataset describes a 2-piece molecular cluster, C5H11NO overall. The level of theory is ωB97M-V/def2-TZVPD.

HOMO-LUMO gap in eV: 9.983
Energy relative to the best compared isomer or geometry (same formula, charge and spin) in kcal/mol: 59.7
SMILES: [H]/N=C(/C)C(=C)O.C
E_HOMO in eV: -9.25

```
! wB97M-V def2-TZVPD RIJCOSX def2/J DEFGRID3
* xyz 0 1
C -0.171 -1.344 -0.363
C -0.899 -2.693 -0.541
C 1.734 2.912 -0.719
C -1.410 -0.654 1.732
C -0.658 -0.398 0.667
N 0.846 -1.183 -1.010
O -0.460 0.910 0.284
H -1.171 -2.859 -1.566
H -1.854 -2.635 0.071
H -0.217 -3.482 -0.145
H 1.335 2.248 -0.005
H 2.092 3.766 -0.136
H 2.614 2.447 -1.224
H -1.582 0.116 2.507
H -1.744 -1.614 2.101
H 0.958 3.274 -1.516
H 1.509 -0.384 -0.968
H -0.923 1.572 0.831
*
```

=====

# 2
This record from the OMol25 dataset describes C13H13CeClN2O2 as an isolated structure. The level of theory is ωB97M-V/def2-TZVPD.

HOMO-LUMO gap (spin up / spin down) in eV: 5.742 / 5.755
Energy relative to the best compared isomer or geometry (same formula, charge and spin) in kcal/mol: 0.8
E_HOMO (spin up / spin down) in eV: -15.26 / -15.26

```
! wB97M-V def2-TZVPD RIJCOSX def2/J DEFGRID3
* xyz 2 1
Cl -1.940 -2.913 1.352
C 1.948 -2.077 -0.121
C 1.668 -1.599 -1.443
C 0.616 -2.388 -2.000
H 2.204 -0.788 -1.950
C 0.241 -3.399 -1.037
C 1.074 -3.194 0.141
H 1.022 -3.782 1.052
H 2.709 -1.710 0.563
H 0.147 -2.296 -2.987
C -0.881 -4.380 -1.194
Ce -0.392 -1.267 0.033
C -2.157 0.126 -1.617
O -2.921 0.779 -2.183
C -1.424 -0.476 2.623
O -2.082 -0.655 3.537
H -1.620 -3.998 -1.920
H -1.390 -4.529 -0.226
H -0.487 -5.349 -1.538
N 0.577 5.387 1.001
C 0.382 4.064 0.795
C 1.336 3.298 0.082
C 1.108 1.941 -0.107
N -0.015 1.328 0.369
C -0.946 2.067 1.029
C -0.786 3.424 1.277
H 1.399 5.860 0.661
H -0.102 5.936 1.509
H 2.248 3.764 -0.298
H 1.830 1.301 -0.636
H -1.833 1.535 1.400
H -1.534 3.989 1.836
*
```

=====

Short version: total energy = -327.0363, -1697.9102 hartree, in the order given.